The following is a DFT calculation (the ωB97M-V functional and the def2-TZVPD basis) of a structure of composition C3H8O2.

ORCA input file:
```
! RIJCOSX wB97M-V def2-TZVPD def2/J DEFGRID3
* xyz 0 1
O -0.05345 -1.47688 0.44673
C 0.27643 -0.87132 -0.82745
C 0.20399 0.67573 -0.69570
C -0.41401 0.97936 0.66543
O -1.51328 0.38693 0.91884
H 0.51694 -0.63583 1.16977
H -0.42684 -1.25948 -1.56562
H 1.28002 -1.21919 -1.07438
H -0.45616 1.09033 -1.46424
H 1.19011 1.13882 -0.79312
H 0.67438 0.33702 1.46059
H -0.22611 1.98134 1.07810
H -0.96423 -0.97787 0.66581
*
```

Properties
* largest force on an atom: 0.2 eV/Å
* lowest unoccupied orbital energy: 0.869 eV
* HOMO level: -9.4 eV
* energy above the lowest of the compared OMol25 structures with the same formula, charge and spin: 88.26 kcal/mol
* frontier orbital gap: 10.3 eV

Mulliken atomic charge list, values in e, 5 entries: -0.597, -0.298, -0.457, -0.276, -0.695

***

The following is a DFT calculation (the ωB97M-V functional and the def2-TZVPD basis) of the molecule C3H8N2S in a non-equilibrium geometry.

ORCA input file:
```
! RIJCOSX wB97M-V def2-TZVPD def2/J DEFGRID3
* xyz 0 1
C 1.73003 0.84410 -0.30984
C 0.45160 0.40994 0.36288
C -0.15360 -0.93675 -0.02567
N -1.45413 -0.76007 -0.62883
N -0.01237 1.21454 1.22857
S -1.49669 1.03340 2.07525
H 1.62185 0.78668 -1.41359
H 2.58124 0.14682 -0.02163
H 2.01769 1.86729 -0.14132
H -0.31235 -1.59430 0.84604
H 0.51137 -1.42520 -0.71388
H -1.94036 -1.67132 -0.69816
H -1.30156 -0.46565 -1.57973
H -2.24271 0.55052 1.01991
*
```

Properties
* largest force on an atom: 1.8 eV/Å
* lowest unoccupied orbital energy: 0.742 eV
* HOMO level: -8.2 eV
* energy above the lowest of the compared OMol25 structures with the same formula, charge and spin: 38.79 kcal/mol
* frontier orbital gap: 9.0 eV
* SMILES: C/C(CN)=N/S

Mulliken atomic charge list, values in e, 5 entries: -1.053, 0.925, -0.779, -0.539, -0.583

***

The following is a DFT calculation (the ωB97M-V functional and the def2-TZVPD basis) of the molecule C5H7NO.

ORCA input file:
```
! RIJCOSX wB97M-V def2-TZVPD def2/J DEFGRID3
* xyz 0 1
O -0.47593 -1.18070 -2.34435
C -0.31123 -0.63128 -1.27097
C -0.48272 0.86743 -1.09096
C 0.16328 1.40385 0.15210
C 0.57177 0.62253 1.14560
C 0.37528 -0.86245 1.15330
N -0.06264 -1.35985 -0.13465
H -1.56485 1.07909 -1.06967
H -0.10997 1.36074 -1.99107
H 0.29001 2.48119 0.22133
H 1.08045 1.04429 2.00779
H -0.36907 -1.13736 1.91329
H 1.31517 -1.35054 1.45687
H -0.53384 -2.24617 -0.15396
*
```

Properties
* largest force on an atom: 0.6 eV/Å
* lowest unoccupied orbital energy: 0.842 eV
* HOMO level: -9.5 eV
* energy above the lowest of the compared OMol25 structures with the same formula, charge and spin: 7.08 kcal/mol
* frontier orbital gap: 10.3 eV
* SMILES: O=C1CC=CCN1

Mulliken atomic charge list, values in e, 5 entries: -0.626, 0.262, -0.439, -0.300, -0.363

***

The following is a DFT calculation (the ωB97M-V functional and the def2-TZVPD basis) of a cluster of 12 separate species, C30H91N7O12 in total in a non-equilibrium geometry.

ORCA input file:
```
! RIJCOSX wB97M-V def2-TZVPD def2/J DEFGRID3
* xyz -1 2
O 1.95200 -2.68646 0.54569
H 1.38065 -2.93328 1.27661
H 2.22343 -3.43259 0.00604
H 1.44285 -2.08836 -0.00626
C -1.07616 -0.37358 0.39656
C -0.41540 -0.16027 -0.92982
O 0.67762 -1.04509 -1.11457
H -1.86455 0.34794 0.61090
H -0.32385 -0.40486 1.18470
H -1.66528 -1.28876 0.33744
H -0.11616 0.88726 -0.89465
H -1.07739 -0.17250 -1.79568
C 2.91053 2.84200 -1.61155
C 3.56518 2.03801 -0.45999
C 3.06821 2.49589 0.96571
O 3.06079 3.94276 1.15525
C 4.29434 4.58185 1.08657
N 3.31620 0.57005 -0.68706
H 1.87552 2.51371 -1.70683
H 3.35679 2.56143 -2.56561
H 3.07299 3.90192 -1.41590
H 4.64269 2.19927 -0.49267
H 3.56896 2.03228 1.81565
H 2.04557 2.14167 1.09548
H 4.91509 4.51864 1.98031
H 4.11021 5.63224 0.86101
H 4.98815 4.42452 0.26075
H 2.32429 0.40212 -0.77663
H 3.61927 0.49931 -1.64791
C -0.81093 3.50066 1.70883
C -1.52391 4.64244 0.92957
C -1.34837 4.67458 -0.63397
O -0.04735 4.98456 -1.08302
C 0.13479 4.80490 -2.47063
N -2.91232 4.48852 1.30292
H -1.10472 2.53324 1.30155
H -1.09672 3.52957 2.76030
H 0.27577 3.49630 1.62422
H -1.10847 5.52149 1.42228
H -2.01027 5.34157 -1.18635
H -1.51398 3.65299 -0.97606
H 0.74858 5.64933 -2.78415
H -0.77411 4.94176 -3.05652
H 0.63918 3.91109 -2.83775
H -2.82973 4.45626 2.30902
H -3.35799 5.36607 1.07625
C 2.41955 -6.51987 1.19224
C 2.11514 -6.16858 -0.22630
C 0.64089 -6.01909 -0.64132
O 0.12606 -4.80652 -0.06876
C -1.27041 -4.71859 -0.05928
N 2.92308 -4.97366 -0.59154
H 1.83885 -7.38296 1.51778
H 2.22010 -5.68386 1.86261
H 3.44530 -6.83168 1.38900
H 2.47250 -7.09665 -0.67250
H 0.09184 -6.89190 -0.28799
H 0.53517 -5.94666 -1.72376
H -1.86375 -5.63192 -0.01601
H -1.57056 -4.15877 -0.94507
H -1.60436 -4.03957 0.72527
H 2.63174 -4.75742 -1.53413
H 3.91325 -5.17080 -0.61976
C -6.52875 2.03838 -1.87952
C -5.16926 2.14967 -1.26001
C -4.07824 1.35277 -2.12903
O -4.55750 0.06462 -2.40909
C -4.45947 -0.77144 -1.25062
N -4.80828 3.59580 -1.33106
H -6.84363 1.00164 -1.76068
H -6.55948 2.16804 -2.96135
H -7.31032 2.66637 -1.45188
H -5.08572 1.68973 -0.27534
H -3.14602 1.18541 -1.58953
H -3.85528 1.91810 -3.03390
H -5.27703 -0.64475 -0.54094
H -3.47676 -0.71533 -0.78240
H -4.56586 -1.76819 -1.67873
H -3.88229 3.69174 -0.93935
H -5.35702 4.21427 -0.75100
C 2.53245 -0.26827 3.55669
C 3.24821 -1.50719 4.12597
C 4.45123 -1.04254 5.01646
O 5.10374 -2.22695 5.34493
C 6.17297 -2.09372 6.25078
N 2.24205 -2.24584 4.90223
H 3.26404 0.42576 3.14294
H 1.91577 0.26335 4.28139
H 1.84509 -0.46737 2.73450
H 3.56760 -2.19231 3.34066
H 4.19262 -0.50317 5.92768
H 5.16486 -0.43566 4.45922
H 6.61703 -3.05546 6.50763
H 5.78596 -1.76336 7.21472
H 6.97896 -1.40737 5.99117
H 2.83410 -2.96940 5.28439
H 2.03757 -1.70923 5.73309
C -1.84069 -1.83579 5.44070
C -2.70534 -2.41456 4.31131
C -3.12046 -1.38773 3.19739
O -3.94945 -0.30747 3.71456
C -4.40057 0.63908 2.74583
N -2.11245 -3.52187 3.57329
H -1.86447 -2.61009 6.20751
H -2.30063 -0.92186 5.81655
H -0.83888 -1.68929 5.03696
H -3.62296 -2.88836 4.66002
H -3.58304 -1.88267 2.34348
H -2.23246 -0.94678 2.74451
H -3.61335 1.06612 2.12453
H -4.87796 1.43702 3.31459
H -5.25298 0.31148 2.15070
H -2.11357 -4.30166 4.21519
H -2.68417 -3.83748 2.80282
C 2.40080 1.93367 -5.27481
C 1.31003 1.00754 -4.73344
C -0.15443 1.61428 -4.60208
O -0.37851 2.67260 -5.60221
C -1.64940 3.32656 -5.67660
N 1.40649 -0.22723 -5.47601
H 2.61240 2.80436 -4.65415
H 2.02382 2.27263 -6.23975
H 3.36056 1.42979 -5.38910
H 1.71684 0.81528 -3.74064
H -0.28527 2.17874 -3.67884
H -1.00934 0.94000 -4.55141
H -1.52675 3.93645 -6.57164
H -1.95366 3.93132 -4.82232
H -2.39289 2.57732 -5.94857
H 0.96556 -0.00379 -6.35678
H 0.76852 -0.80757 -4.95036
O -2.84904 -2.09857 -3.86879
H -3.16068 -1.52321 -3.17017
H -1.90320 -1.95389 -3.89484
O -0.19793 -2.10660 -3.69456
H 0.38250 -2.86203 -3.78759
H 0.00275 -1.75515 -2.82713
O 3.14106 -1.98116 -3.03765
H 2.80645 -2.87732 -3.00333
H 2.38666 -1.43471 -2.81742
*
```

Properties
* largest force on an atom: 3.9 eV/Å
* <S²>: 0.751
* lowest unoccupied orbital energy (spin up / spin down): 2.172 / 2.162 eV
* HOMO level (spin up / spin down): 0.1 / -5.8 eV
* frontier orbital gap (spin up / spin down): 2.1 / 8.0 eV

Mulliken atomic charge list, values in e, 5 entries: -0.083, 0.489, 0.244, 0.330, -1.179

***

no.,DFT total energy (eV)
1,-7332.2234
2,-17055.0482
3,-8835.8959
4,-67578.4585